Entry 1:
C26H14Cl2MoN5O4S3 as an isolated structure, computed with wB97M-V/def2-TZVPD.

```
55
Properties=species:S:1:pos:R:3:lowdin_charge:R:1
Mo 0.097 -0.924 -0.247 1.3106
Cl -0.750 -7.627 1.650 0.6667
C -0.070 -6.049 1.450 -0.6838
C -0.816 -5.091 0.773 -0.0347
C -0.284 -3.823 0.600 -0.1939
N -0.852 -2.749 -0.119 -0.0503
C -1.910 -2.989 -0.966 -0.4382
O -2.811 -3.786 -0.818 0.1008
C -1.795 -2.193 -2.229 -0.1867
C -2.633 -2.386 -3.308 0.0250
C -2.320 -1.743 -4.496 -0.0299
C -1.189 -0.945 -4.559 -0.0302
C -0.419 -0.780 -3.421 -0.1312
N -0.728 -1.391 -2.277 -0.0688
C 0.975 -3.503 1.120 -0.2028
C 1.719 -4.467 1.787 -0.0309
C 1.187 -5.738 1.949 -0.6813
Cl 2.132 -6.924 2.781 0.6706
N 1.327 -2.165 0.912 -0.0666
C 2.128 -1.562 1.855 -0.4432
O 3.121 -2.013 2.382 0.1050
C 1.512 -0.280 2.340 -0.1787
C 2.047 0.436 3.389 0.0313
C 1.306 1.483 3.915 -0.0250
C 0.052 1.748 3.395 -0.0366
C -0.394 1.008 2.314 -0.1450
N 0.328 0.021 1.786 -0.0201
H -1.797 -5.341 0.405 0.0996
H -3.482 -3.046 -3.199 0.1270
H -2.945 -1.879 -5.369 0.1158
H -0.902 -0.445 -5.473 0.1136
H 0.452 -0.140 -3.404 0.0947
H 2.699 -4.241 2.174 0.1034
H 3.015 0.150 3.774 0.1285
H 1.698 2.078 4.729 0.1206
H -0.567 2.540 3.789 0.1170
H -1.341 1.220 1.837 0.0846
O 1.925 4.078 1.820 -0.2831
S 1.814 3.872 0.406 0.6437
O 2.973 4.017 -0.419 -0.2752
N 1.119 2.387 0.124 -0.0646
C -0.043 2.514 -0.420 -0.7460
S -1.071 1.210 -0.868 0.6891
C -0.502 3.915 -0.673 -0.2264
C -1.684 4.370 -1.230 -0.0290
C -1.864 5.743 -1.343 -0.0598
C -0.887 6.634 -0.908 -0.0603
C 0.301 6.176 -0.348 -0.0251
C 0.461 4.811 -0.246 -0.2178
H -2.441 3.674 -1.565 0.0992
H -2.778 6.130 -1.775 0.1078
H -1.055 7.698 -1.008 0.1089
H 1.064 6.862 -0.008 0.1248
S 3.119 -0.111 -1.703 0.7551
C 1.759 -0.444 -1.056 -0.8782
```

Its expectation value of S² is 0.767. The value obtained for the energy above the lowest of the compared OMol25 structures with the same formula, charge and spin is 23.8 kcal per mole. The calculation puts the HOMO energy (spin up / spin down) at -7.56 / -7.84 eV. Its LUMO energy (spin up / spin down) is -1.25 / -1.90 eV. As for the charge: 0. As for the spin multiplicity: 2.

Entry 2:
C26H14Cl5N4NaO2S4Se as an isolated structure in a non-equilibrium geometry, computed with wB97M-V/def2-TZVPD.

```
57
Properties=species:S:1:pos:R:3:lowdin_charge:R:1
Na -1.593 0.427 -0.514 -0.0212
Se 6.231 -0.988 -0.595 1.0322
N 5.241 0.260 0.210 -0.2329
C 4.007 0.020 -0.120 -0.3397
C 2.881 0.832 0.333 -0.1003
C 3.051 1.963 1.132 -0.0075
C 1.945 2.686 1.511 -0.0334
C 0.690 2.250 1.087 -0.0901
N 0.517 1.178 0.337 0.1412
C 1.587 0.473 -0.048 -0.1258
C 1.355 -0.717 -0.909 -0.1237
N 0.090 -1.038 -1.190 0.1372
C -0.165 -2.051 -2.000 -0.0854
C 0.844 -2.824 -2.577 -0.0332
C 2.149 -2.540 -2.253 -0.0076
C 2.423 -1.470 -1.398 -0.0969
C 3.779 -1.121 -0.992 -0.3400
N 4.832 -1.787 -1.362 -0.2308
H 4.052 2.243 1.437 0.1094
H 2.035 3.573 2.124 0.1031
H -0.214 2.777 1.380 0.1069
H -1.220 -2.260 -2.179 0.0795
H 0.592 -3.629 -3.254 0.1044
H 2.974 -3.124 -2.639 0.1100
Cl -4.150 6.983 -2.410 0.5920
C -3.353 5.445 -2.295 -0.7366
C -3.465 4.664 -1.141 -0.7053
Cl -4.404 5.252 0.190 0.6480
C -2.833 3.438 -1.045 -0.5513
Cl -2.993 2.459 0.376 0.7909
C -2.012 2.903 -2.096 -0.4950
O -1.422 1.795 -2.008 -0.1386
C -1.917 3.749 -3.249 -0.6083
Cl -0.910 3.172 -4.537 0.6520
C -2.570 4.967 -3.346 -0.7150
Cl -2.410 5.922 -4.787 0.6142
S -6.631 -1.047 -0.476 0.1944
C -5.006 -1.063 0.030 -1.9211
S -3.754 -1.539 -1.079 0.2594
S -4.590 -0.566 1.635 0.2697
C -2.160 -2.154 3.304 -0.2597
S -1.507 -1.133 1.969 0.8108
O -1.140 0.170 2.612 -0.5371
C 0.057 -2.081 1.945 -0.3758
C 0.118 -3.296 1.270 -0.0892
C 1.325 -3.977 1.186 -0.0931
C 2.473 -3.445 1.770 -0.1078
C 2.407 -2.229 2.440 -0.0932
C 1.197 -1.545 2.524 -0.0855
H -1.450 -2.103 4.135 0.0568
H -2.296 -3.173 2.940 0.0585
H -3.124 -1.721 3.560 -0.0068
H -0.780 -3.694 0.802 0.1189
H 1.379 -4.919 0.651 0.0987
H 3.417 -3.974 1.693 0.0937
H 3.305 -1.806 2.881 0.0994
H 1.117 -0.588 3.033 0.1068
```

The value obtained for the energy above the lowest of the compared OMol25 structures with the same formula, charge and spin is 24.9 kcal per mole. The calculation puts the HOMO energy at -0.10 eV. Its LUMO energy is 2.74 eV. As for the charge: -2.

Entry 3:
C26H15Cl2N4O5S3Tl as an isolated structure, computed with wB97M-V/def2-TZVPD.

```
56
Properties=species:S:1:pos:R:3:lowdin_charge:R:1
Tl -1.064 0.634 -0.453 0.6341
O 3.297 1.751 -0.687 0.1824
C 2.386 2.074 0.006 -0.3986
O 1.877 1.170 0.913 -0.0444
C 1.794 3.453 0.014 -0.1892
C 2.681 4.542 -0.158 0.0200
C 2.147 5.794 -0.169 0.0074
C 0.745 5.958 -0.052 -0.1472
C 0.115 7.226 -0.064 -0.0358
C -1.243 7.319 0.029 -0.0736
C -2.036 6.150 0.126 -0.0613
C -1.456 4.916 0.145 -0.0032
C -0.048 4.797 0.075 -0.1864
N 0.504 3.554 0.136 0.1624
H 3.737 4.357 -0.282 0.1235
H 2.778 6.667 -0.281 0.1204
H 0.728 8.114 -0.154 0.1125
H -1.721 8.289 0.028 0.1035
H -3.113 6.239 0.185 0.1069
H -2.044 4.012 0.217 0.0795
Cl -3.099 2.121 2.184 0.6373
C -4.340 1.419 1.180 -0.6797
C -5.465 2.193 0.950 -0.1330
C -6.500 1.684 0.184 -0.1001
C -6.385 0.409 -0.342 -0.1303
C -5.246 -0.342 -0.103 -0.6836
Cl -5.180 -1.922 -0.820 0.6527
C -4.166 0.122 0.672 -0.7749
S -2.754 -0.863 0.995 0.4202
H -5.524 3.183 1.381 0.0959
H -7.390 2.272 0.005 0.0997
H -7.175 -0.016 -0.946 0.0976
O 3.786 -8.364 -3.212 -0.3659
S 4.548 -7.227 -2.729 0.3841
O 4.446 -6.031 -3.541 -0.3742
O 5.884 -7.535 -2.256 -0.3670
C 3.662 -6.802 -1.196 -0.3355
N 3.672 -7.716 -0.217 0.1224
C 3.007 -7.406 0.881 -0.1259
C 2.324 -6.209 1.045 -0.0068
C 2.377 -5.331 -0.023 -0.2228
N 3.043 -5.629 -1.134 0.1582
C 1.700 -4.000 -0.024 -0.1227
C 1.784 -3.195 -1.156 0.0196
C 1.145 -1.971 -1.153 -0.1227
N 0.444 -1.509 -0.114 -0.0524
C 0.369 -2.277 0.972 -0.1580
C 0.976 -3.516 1.060 0.0045
H 3.013 -8.148 1.675 0.1050
H 1.787 -5.997 1.957 0.0940
H 2.346 -3.544 -2.012 0.1217
H 1.196 -1.326 -2.023 0.1080
H -0.213 -1.885 1.800 0.0761
H 0.871 -4.086 1.972 0.1046
S 0.318 1.191 3.021 0.8034
C 0.673 1.230 1.495 -0.8625
```

Its expectation value of S² is 0.760. The value obtained for the energy above the lowest of the compared OMol25 structures with the same formula, charge and spin is 0.0 kcal per mole. The calculation puts the HOMO energy (spin up / spin down) at -5.34 / -5.34 eV. Its LUMO energy (spin up / spin down) is 0.50 / -0.24 eV. As for the charge: -1. As for the spin multiplicity: 2.

Entry 4:
C26H16Br2N3O2PdS2 as an isolated structure in a non-equilibrium geometry, computed with wB97M-V/def2-TZVPD.

```
52
Properties=species:S:1:pos:R:3:lowdin_charge:R:1
Pd 1.050 0.101 -0.714 0.4743
C -1.062 2.786 -0.279 -0.0784
C 0.383 3.191 -0.303 -0.3059
C 0.735 4.558 -0.266 -0.0192
C 2.043 4.933 -0.260 -0.0323
C 3.061 3.956 -0.263 -0.1980
C 4.446 4.232 -0.213 -0.6429
Br 5.076 6.028 -0.128 0.7131
C 5.357 3.214 -0.209 -0.1935
C 4.932 1.884 -0.243 -0.6109
Br 6.232 0.508 -0.207 0.7376
C 3.579 1.502 -0.293 -0.4387
O 3.179 0.299 -0.305 -0.1841
C 2.643 2.606 -0.316 -0.1161
N 1.319 2.265 -0.357 0.0708
H -1.664 3.543 0.227 0.0781
H -1.177 1.831 0.223 0.0477
H -1.446 2.667 -1.292 0.0409
H -0.053 5.302 -0.247 0.1101
H 2.316 5.980 -0.235 0.0745
H 6.416 3.433 -0.174 0.0893
S -0.731 0.232 -2.189 0.6353
C -1.122 -1.430 -2.554 -0.7019
C -2.339 -1.750 -3.156 -0.0705
C -2.676 -3.063 -3.457 -0.2072
C -3.975 -3.362 -4.017 -0.1866
N -5.018 -3.592 -4.448 0.1438
C -1.758 -4.084 -3.171 -0.2049
C -0.545 -3.760 -2.579 -0.0666
C -0.222 -2.444 -2.249 -0.7118
S 1.294 -2.082 -1.465 0.6296
C -2.075 -5.465 -3.459 -0.1847
N -2.322 -6.566 -3.692 0.1450
H -3.043 -0.955 -3.375 0.1134
H 0.162 -4.550 -2.350 0.1149
C 0.700 -0.142 4.170 -0.0148
C 0.172 -0.320 2.762 -0.3867
O 0.769 0.177 1.848 0.0453
C -1.097 -1.101 2.565 -0.1455
C -1.938 -1.388 3.638 -0.0440
C -3.113 -2.101 3.440 -0.0881
C -3.452 -2.541 2.166 -0.0814
C -2.611 -2.271 1.092 -0.0504
C -1.441 -1.554 1.294 -0.0102
H 1.673 0.339 4.116 0.0835
H 0.788 -1.104 4.680 0.0876
H 0.020 0.486 4.752 0.0832
H -1.689 -1.046 4.635 0.1012
H -3.763 -2.316 4.280 0.0981
H -4.372 -3.093 2.010 0.1022
H -2.864 -2.619 0.096 0.1070
H -0.776 -1.354 0.471 0.0490
```

The value obtained for the energy above the lowest of the compared OMol25 structures with the same formula, charge and spin is 12.9 kcal per mole. The calculation puts the HOMO energy at -4.74 eV. Its LUMO energy is 2.23 eV. As for the charge: -1.